15
Properties=species:S:1:pos:R:3 method="wB97M-V/def2-TZVPD" homo_lumo_gap_ha=0.31846 lumo_energy_ev=0.12 total_charge=0 fmax_ev_per_a=4.60 smiles="CC=C(O)O.N#CO" homo_energy_ha=-0.31390 total_energy_ev=-11890.9145
H 0.82 -2.29 1.09
C -0.95 0.12 -0.50
C 0.87 1.49 0.91
H -0.04 -2.50 -0.43
H -1.90 1.29 0.67
H 0.51 2.02 -1.06
C -0.29 -0.55 0.53
O 1.22 1.79 -0.43
N 0.97 1.95 1.98
H 0.01 -0.67 -1.93
C 0.52 -1.78 0.18
O -0.57 0.09 -1.78
H -0.87 -0.65 1.44
H 1.41 -1.50 -0.39
O -1.72 1.19 -0.28